# 1
# CH7BrNNbO3P

CH7BrNNbO3P as an isolated structure in a non-equilibrium geometry (the ωB97M-V functional and the def2-TZVPD basis, the Open Molecules 2025 dataset).

```
15
Properties=species:S:1:pos:R:3:mulliken_charge:R:1
O 3.907 -1.600 -0.120 -0.3896
N 3.186 -0.696 -0.324 0.1365
O 2.555 -0.242 0.794 -0.1084
C 1.649 0.846 0.486 -0.6213
Nb -0.378 0.333 -0.405 -0.6122
P -2.688 -0.773 -0.794 0.2541
O -3.797 0.094 0.010 -0.4656
Br -2.764 -2.782 0.265 -0.2676
H 2.148 1.548 -0.163 0.3693
H 1.480 1.295 1.449 0.3596
H 0.178 -1.075 -1.445 0.0319
H -0.269 1.336 -1.977 -0.0183
H -1.303 1.833 0.180 -0.0410
H -0.493 -0.531 1.215 0.0506
H -3.410 0.414 0.827 0.3221
```

For the energy above the lowest of the compared OMol25 structures with the same formula, charge and spin, the calculation gives 0.0 kJ/mol. The total charge is -1. The HOMO energy comes out at -0.165 Ha.


# 2
# C3H9N2O

A 2-piece molecular cluster, C3H9N2O overall in a non-equilibrium geometry (the ωB97M-V functional and the def2-TZVPD basis, the Open Molecules 2025 dataset).

```
15
Properties=species:S:1:pos:R:3:mulliken_charge:R:1
N -0.508 -1.596 0.524 -0.7050
C 0.516 -1.956 -0.247 0.1384
N 1.146 -3.104 -0.312 -0.8539
H -0.968 -2.443 0.852 0.1542
H -0.665 -0.184 1.134 0.4315
H 0.843 -1.187 -0.973 0.2063
H 2.054 -2.948 -0.729 0.1841
C 0.045 1.612 0.632 -0.3793
O -0.778 0.820 1.438 -0.6486
C -0.599 1.793 -0.752 -0.9168
H 1.038 1.138 0.564 0.2816
H 0.169 2.598 1.098 0.2803
H 0.093 2.242 -1.472 0.2803
H -1.496 2.399 -0.623 0.2860
H -0.892 0.815 -1.136 0.2609
```

For the energy above the lowest of the compared OMol25 structures with the same formula, charge and spin, the calculation gives 16.5 kJ/mol. The total charge is -1. The HOMO energy comes out at -0.116 Ha.


# 3
# C28H66AlO9P2

C28H66AlO9P2 as an isolated structure in a non-equilibrium geometry (the ωB97M-V functional and the def2-TZVPD basis, the Open Molecules 2025 dataset).

```
106
Properties=species:S:1:pos:R:3:mulliken_charge:R:1
C 5.747 4.449 -1.430 -0.9965
C 5.948 3.894 -2.852 -0.5355
C 5.183 2.600 -3.183 -0.7321
C 5.145 1.531 -2.085 -0.0115
C 3.960 0.570 -2.279 -0.7837
C 2.599 1.224 -1.994 -0.6691
C 1.504 0.215 -1.560 -0.4642
C 0.424 0.033 -2.620 -0.8222
C -0.730 -0.862 -2.167 -0.7257
C -1.801 -0.128 -1.360 -0.4392
C -2.757 0.728 -2.224 -0.7148
C -4.237 0.289 -2.157 -0.6580
C -5.133 1.145 -1.226 -0.7174
Al -6.988 1.577 -1.961 0.0705
C -7.496 3.479 -1.385 -0.9678
C -7.487 4.654 -2.388 0.4100
C -6.976 4.347 -3.788 -1.3281
O -8.825 5.208 -2.559 -0.5870
H 4.886 4.014 -0.925 0.1911
H 5.604 5.530 -1.464 0.3500
H 6.632 4.289 -0.812 0.2685
H 7.009 3.790 -3.086 0.3546
H 5.583 4.659 -3.543 0.3546
H 5.697 2.137 -4.032 0.3369
H 4.181 2.828 -3.551 0.2557
H 6.051 0.921 -2.158 0.3072
H 5.059 1.958 -1.084 -0.1442
H 3.970 0.240 -3.325 0.2722
H 4.117 -0.324 -1.668 0.5017
H 2.718 2.008 -1.240 0.2602
H 2.241 1.678 -2.920 0.4976
H 1.984 -0.748 -1.361 0.3662
H 1.062 0.557 -0.619 0.2678
H 0.898 -0.419 -3.501 0.2787
H 0.063 1.013 -2.951 0.4350
H -1.173 -1.393 -3.014 0.3839
H -0.311 -1.639 -1.515 0.2200
H -1.339 0.471 -0.571 0.2019
H -2.408 -0.892 -0.866 0.3213
H -2.719 1.754 -1.848 0.2603
H -2.416 0.762 -3.264 0.4053
H -4.650 0.332 -3.170 0.3148
H -4.304 -0.756 -1.835 0.2091
H -4.625 2.071 -0.927 0.3737
H -5.301 0.585 -0.297 0.2304
H -7.054 1.306 -3.567 -0.2802
H -8.041 0.565 -1.197 -0.3404
H -6.817 3.767 -0.571 0.3731
H -8.498 3.468 -0.946 0.3813
H -6.861 5.464 -1.988 0.2280
H -6.735 5.293 -4.290 0.3602
H -6.069 3.744 -3.779 0.2858
H -7.762 3.872 -4.376 0.3068
H -8.862 6.030 -2.075 0.3031
O 5.265 2.461 4.076 -0.7354
P 4.103 1.572 4.146 0.8847
O 2.943 2.057 5.109 -0.3381
C 2.302 3.325 4.880 -0.3219
C 1.421 3.334 3.647 -0.8817
O 4.485 0.220 4.923 -0.3238
C 5.798 0.013 5.440 -0.2554
C 5.916 0.496 6.873 -1.0793
O 3.338 0.956 2.915 -0.2473
C 3.960 0.943 1.609 0.0730
C 5.228 0.116 1.585 -1.2524
H 3.064 4.106 4.820 0.2880
H 1.703 3.512 5.770 0.3119
H 2.011 3.265 2.732 0.1666
H 0.849 4.261 3.605 0.4033
H 0.730 2.491 3.659 0.2627
H 6.541 0.496 4.805 0.2910
H 5.977 -1.063 5.388 0.3412
H 5.471 1.484 6.985 0.2835
H 6.963 0.547 7.175 0.3467
H 5.396 -0.180 7.552 0.2826
H 4.162 1.970 1.296 0.3015
H 3.219 0.527 0.928 0.1450
H 6.000 0.560 2.217 0.3268
H 5.614 0.059 0.567 0.3802
H 5.034 -0.892 1.953 0.3220
O -2.037 -3.987 -0.044 -0.1481
P -2.291 -5.376 0.335 0.6134
O -3.248 -6.181 -0.641 -0.3800
C -2.902 -6.328 -2.028 -0.2440
C -1.725 -7.257 -2.253 -0.9478
O -3.232 -5.442 1.628 -0.4364
C -3.713 -4.240 2.244 -0.1976
C -5.049 -3.812 1.671 -1.0820
O -1.189 -6.430 0.752 -0.3508
C 0.125 -5.966 1.132 -0.2171
C 0.088 -5.080 2.360 -1.0299
H -2.708 -5.341 -2.456 0.2120
H -3.793 -6.727 -2.510 0.3285
H -0.796 -6.822 -1.881 0.2106
H -1.602 -7.447 -3.320 0.4073
H -1.878 -8.204 -1.737 0.2487
H -2.977 -3.441 2.147 0.2380
H -3.808 -4.466 3.307 0.3275
H -5.039 -3.857 0.582 0.2742
H -5.288 -2.792 1.972 0.3490
H -5.847 -4.469 2.021 0.3065
H 0.579 -5.439 0.290 0.2753
H 0.713 -6.862 1.318 0.3619
H -0.448 -4.152 2.159 0.2070
H 1.103 -4.825 2.668 0.4102
H -0.419 -5.587 3.182 0.2680
```

For the energy above the lowest of the compared OMol25 structures with the same formula, charge and spin, the calculation gives 0.0 kJ/mol. The total charge is -1. The HOMO energy comes out at -0.162 Ha.


# 4
# C5H12KO9V

C5H12KO9V as an isolated structure in a non-equilibrium geometry (the ωB97M-V functional and the def2-TZVPD basis, the Open Molecules 2025 dataset).

```
28
Properties=species:S:1:pos:R:3:mulliken_charge:R:1
K 2.049 1.003 -0.919 0.9774
O 7.902 -2.692 -3.264 -0.7492
V 6.297 -2.939 -3.361 0.9824
O 5.664 -1.500 -3.084 -0.8439
C -0.430 -2.520 -5.008 0.8777
O -0.018 -2.413 -3.855 -0.4300
O -1.235 -3.382 -4.820 -0.3882
O 0.535 -3.066 -5.521 -0.4302
C 0.777 -2.128 3.531 -0.4223
C 1.271 -3.434 4.256 -0.4129
O 0.190 -4.339 4.549 -0.5020
O 0.283 -2.476 2.301 -0.5013
H 1.637 -1.493 3.315 0.2452
H -0.036 -1.659 4.085 0.3045
H 1.816 -3.185 5.167 0.2946
H 2.058 -3.943 3.701 0.3272
H -0.569 -4.269 3.966 0.3284
H 0.922 -3.128 2.002 0.3401
C -2.557 4.919 -1.480 -0.3606
C -3.024 5.311 -0.036 -0.3855
O -4.321 4.939 0.238 -0.5002
O -2.012 3.655 -1.526 -0.5168
H -1.683 5.519 -1.731 0.2539
H -3.277 5.026 -2.292 0.2743
H -2.855 6.361 0.203 0.3604
H -2.379 4.911 0.747 0.2679
H -4.374 3.982 0.188 0.3044
H -2.630 2.941 -1.353 0.3047
```

For the energy above the lowest of the compared OMol25 structures with the same formula, charge and spin, the calculation gives 250.7 kJ/mol. The HOMO energy comes out at -0.182 Ha.


# 5
# C22H15Br3ClN3O6SeTi

C22H15Br3ClN3O6SeTi as an isolated structure in a non-equilibrium geometry (the ωB97M-V functional and the def2-TZVPD basis, the Open Molecules 2025 dataset).

```
52
Properties=species:S:1:pos:R:3:mulliken_charge:R:1
Ti -0.034 -0.716 0.087 -0.5279
Br 4.759 -0.407 4.706 -0.2074
C 3.433 -0.535 3.363 -0.0271
C 3.634 -1.374 2.280 -0.9148
C 2.635 -1.428 1.333 -0.3243
N 1.492 -0.714 1.412 0.4498
C 1.298 0.108 2.479 0.5400
C 2.264 0.215 3.476 -0.9284
C 0.012 0.851 2.478 0.5683
C -0.379 1.742 3.475 -1.0082
C -1.613 2.379 3.362 -0.0508
Br -2.166 3.592 4.703 -0.2073
C -2.439 2.134 2.278 -1.0155
C -1.986 1.241 1.331 0.6326
N -0.797 0.608 1.411 0.5778
H 4.533 -1.967 2.168 0.4243
H 2.722 -2.062 0.456 0.5269
H 2.130 0.863 4.333 0.4246
H 0.249 1.950 4.332 0.4210
H -3.403 2.616 2.166 0.5109
H -2.578 0.999 0.454 0.0317
Cl -5.381 2.789 -3.418 -0.2515
C -3.931 2.131 -2.760 0.2102
C -2.699 2.583 -3.212 -0.7290
C -1.524 2.044 -2.673 -1.0177
C -1.527 1.048 -1.678 0.3829
O -0.457 0.560 -1.189 0.7150
C -2.807 0.630 -1.260 0.6040
C -2.891 -0.414 -0.215 -0.1796
O -1.899 -0.921 0.292 0.0769
C -4.000 1.152 -1.781 -0.9890
H -2.628 3.348 -3.977 0.4118
H -0.562 2.406 -3.035 0.4202
H -3.904 -0.719 0.090 0.2076
H -4.959 0.795 -1.425 0.4374
O -0.716 -4.839 -1.303 -0.7236
Se -0.902 -3.578 -0.263 1.1290
O 0.394 -3.709 0.744 -0.6207
O -0.778 -2.003 -1.200 -0.6387
O -2.443 -3.822 0.708 -0.7106
Br 5.044 -0.673 -4.293 -0.1735
C 3.611 -0.690 -3.060 0.1867
C 3.381 0.417 -2.255 -0.8638
C 2.320 0.355 -1.369 -0.1699
N 1.506 -0.716 -1.249 0.5078
C 1.761 -1.774 -2.049 -0.3232
C 2.796 -1.811 -2.966 -0.9642
H 4.001 1.304 -2.308 0.4374
H 2.089 1.189 -0.712 0.4515
H 1.089 -2.618 -1.928 0.5183
H 2.953 -2.688 -3.582 0.5016
H -0.700 -1.868 1.239 0.2604
```

As for the expectation value of S²: 0.771. As for the spin multiplicity: 2. The total charge is -1. The HOMO energy (spin up / spin down) comes out at -0.119 / -0.168 Ha.


# 6
# C7H6BrClN2O2

One molecule with the formula C7H6BrClN2O2 in a non-equilibrium geometry (the ωB97M-V functional and the def2-TZVPD basis, the Open Molecules 2025 dataset).

```
19
Properties=species:S:1:pos:R:3:mulliken_charge:R:1
C 2.245 -0.232 -0.206 -0.4404
C 1.421 0.030 0.866 -0.4271
C 0.638 -0.535 -2.025 -0.2784
C 1.834 -0.906 -1.426 0.2976
C -0.003 0.662 -1.638 0.2913
C 0.041 -0.288 0.781 -0.3809
C -2.197 -0.048 1.685 -0.9151
N -0.849 0.408 1.478 0.6573
N -0.753 1.548 -1.538 0.5803
O -1.458 2.450 -1.260 -0.6643
O -0.531 1.476 2.077 -0.6505
Cl -0.074 -1.282 -3.390 -0.1545
Br 2.856 -2.336 -1.971 -0.0824
H 3.330 -0.117 -0.005 0.4041
H 1.754 0.797 1.512 0.4009
H -0.377 -1.142 0.055 0.3782
H -2.922 0.437 0.958 0.3122
H -2.332 -1.188 1.517 0.2790
H -2.624 0.266 2.531 0.3927
```

For the energy above the lowest of the compared OMol25 structures with the same formula, charge and spin, the calculation gives 42.6 kJ/mol. The HOMO energy comes out at -0.304 Ha.